# 1
This record from the Open Molecules 2025 dataset describes C21H35N3O4 in the gas phase. The level of theory is the ωB97M-V functional and the def2-TZVPD basis.

Computed properties:
Structure (SMILES): C=CCC1(C(=O)N[C@H](C)C(=O)NCC(C)C)CN(C(=O)[C@H](C)C2(O)CCC2)C1
Energy above the lowest of the compared OMol25 structures with the same formula, charge and spin (kcal/mol): 27.6
Calculated total energy (Ha): -1286.4168
Frontier orbital gap (Ha): 0.3482
HOMO energy (eV): -8.91

Bonds (Å) are listed after each position.
Cartesian coordinates (Å):
1 C -0.449 2.210 0.825  C2 1.324, H29 1.083, H30 1.085
2 C -1.372 1.261 0.863  C1 1.324, C3 1.505, H31 1.086
3 C -1.867 0.513 -0.345  C2 1.505, C4 1.546, H32 1.094, H33 1.092
4 C -1.289 -0.909 -0.531  C3 1.546, C5 1.522, C17 1.556, C28 1.549
5 C -0.353 -0.910 -1.731  C4 1.522, O6 1.219, N7 1.352
6 O -0.630 -1.450 -2.788  C5 1.219
7 N 0.799 -0.230 -1.536  C5 1.352, C8 1.443, H34 1.013
8 C 1.770 -0.017 -2.582  N7 1.443, C9 1.527, C10 1.528, H35 1.093
9 C 2.740 -1.190 -2.690  C8 1.527, H36 1.092, H37 1.091, H38 1.089
10 C 2.512 1.275 -2.244  C8 1.528, O11 1.222, N12 1.346
11 O 2.519 1.725 -1.107  C10 1.222
12 N 3.162 1.858 -3.268  C10 1.346, C13 1.452, H39 1.005
13 C 3.912 3.091 -3.112  N12 1.452, C14 1.524, H40 1.091, H41 1.094
14 C 3.038 4.338 -3.048  C13 1.524, C15 1.523, C16 1.523, H42 1.095
15 C 2.139 4.476 -4.269  C14 1.523, H43 1.095, H44 1.091, H45 1.090
16 C 3.909 5.573 -2.861  C14 1.523, H46 1.094, H47 1.090, H48 1.092
17 C -0.700 -1.609 0.728  C4 1.556, N18 1.462, H49 1.092, H50 1.091
18 N -1.860 -2.500 0.704  C17 1.462, C19 1.360, C28 1.464
19 C -2.306 -3.508 1.501  N18 1.360, O20 1.216, C21 1.524
20 O -2.982 -4.418 1.062  C19 1.216
21 C -1.870 -3.443 2.959  C19 1.524, C22 1.521, C23 1.526, H51 1.097
22 C -1.638 -4.841 3.511  C21 1.521, H52 1.090, H53 1.091, H54 1.087
23 C -2.836 -2.641 3.827  C21 1.526, O24 1.408, C25 1.554, C27 1.551
24 O -4.007 -3.406 3.993  C23 1.408, H55 0.961
25 C -2.148 -2.107 5.114  C23 1.554, C26 1.544, H56 1.091, H57 1.092
26 C -1.897 -0.770 4.385  C25 1.544, C27 1.544, H58 1.088, H59 1.089
27 C -3.018 -1.163 3.397  C23 1.551, C26 1.544, H60 1.090, H61 1.092
28 C -2.341 -2.043 -0.601  C4 1.549, N18 1.464, H62 1.091, H63 1.088
29 H -0.129 2.719 1.725  C1 1.083
30 H 0.022 2.507 -0.105  C1 1.085
31 H -1.817 0.993 1.817  C2 1.086
32 H -2.955 0.442 -0.264  C3 1.094
33 H -1.688 1.114 -1.239  C3 1.092
34 H 0.969 0.295 -0.687  N7 1.013
35 H 1.239 0.106 -3.530  C8 1.093
36 H 3.473 -1.033 -3.485  C9 1.092
37 H 3.279 -1.326 -1.751  C9 1.091
38 H 2.190 -2.103 -2.913  C9 1.089
39 H 3.105 1.437 -4.179  N12 1.005
40 H 4.523 3.023 -2.211  C13 1.091
41 H 4.605 3.170 -3.954  C13 1.094
42 H 2.401 4.245 -2.163  C14 1.095
43 H 2.728 4.549 -5.189  C15 1.095
44 H 1.463 3.624 -4.369  C15 1.091
45 H 1.523 5.372 -4.195  C15 1.090
46 H 4.576 5.723 -3.714  C16 1.094
47 H 3.294 6.468 -2.758  C16 1.090
48 H 4.525 5.492 -1.963  C16 1.092
49 H 0.238 -2.144 0.566  C17 1.092
50 H -0.631 -0.984 1.619  C17 1.091
51 H -0.907 -2.919 2.985  C21 1.097
52 H -0.905 -5.376 2.906  C22 1.090
53 H -1.271 -4.800 4.538  C22 1.091
54 H -2.560 -5.417 3.500  C22 1.087
55 H -4.644 -2.881 4.485  O24 0.961
56 H -2.858 -2.012 5.936  C25 1.091
57 H -1.287 -2.665 5.486  C25 1.092
58 H -2.059 0.136 4.966  C26 1.088
59 H -0.916 -0.724 3.916  C26 1.089
60 H -2.894 -0.928 2.339  C27 1.090
61 H -3.994 -0.780 3.699  C27 1.092
62 H -3.381 -1.715 -0.573  C28 1.091
63 H -2.193 -2.772 -1.395  C28 1.088

Atomic partial charges in e from the Löwdin method, atoms 1 to 4: number 1, C, carries 0.02; number 2, C, carries -0.18; number 3, C, carries -0.11; number 4, C, carries -0.28

***

# 2
This record from the Open Molecules 2025 dataset describes 6 unconnected molecules or ions with the total composition C33H66N2O12S5. The level of theory is the ωB97M-V functional and the def2-TZVPD basis.

Computed properties:
Structure (SMILES): C=C[C@H](COCNCCCC)OCN=C(C)C.O=S1(=O)CCCC1.O=S1(=O)CCCC1.O=S1(=O)CCCC1.O=S1(=O)CCCC1.O=S1(=O)CCCC1
Calculated total energy (Ha): -4300.1504
Frontier orbital gap (Ha): 0.3443
HOMO energy (eV): -8.78

Bonds (Å) are listed after each position.
Cartesian coordinates (Å):
1 C -1.288 -0.202 3.513  C2 1.345, H18 1.083, H19 1.088
2 C -0.525 -0.805 2.584  C1 1.345, C3 1.527, H20 1.085
3 C -1.087 -1.261 1.239  C2 1.527, C4 1.523, O12 1.424, H21 1.096
4 C -2.367 -2.068 1.407  C3 1.523, O5 1.421, H22 1.092, H23 1.089
5 O -3.244 -1.973 0.292  C4 1.421, C6 1.413
6 C -3.802 -0.681 0.162  O5 1.413, N7 1.452, H24 1.093, H25 1.102
7 N -4.999 -0.793 -0.654  C6 1.452, C8 1.468, H26 1.015
8 C -5.850 0.397 -0.537  N7 1.468, C9 1.542, H27 1.096, H28 1.090
9 C -5.137 1.725 -0.862  C8 1.542, C10 1.545, H29 1.091, H30 1.089
10 C -4.859 2.629 0.361  C9 1.545, C11 1.550, H31 1.091, H32 1.086
11 C -3.394 2.566 0.865  C10 1.550, H33 1.089, H34 1.089, H35 1.090
12 O -0.120 -2.103 0.621  C3 1.424, C13 1.403
13 C 0.476 -1.543 -0.519  O12 1.403, N14 1.456, H36 1.095, H37 1.094
14 N 1.615 -0.734 -0.109  C13 1.456, C15 1.281
15 C 1.553 0.531 -0.298  N14 1.281, C16 1.509, C17 1.508
16 C 1.028 1.200 -1.545  C15 1.509, H38 1.088, H39 1.093, H40 1.087
17 C 2.095 1.449 0.768  C15 1.508, H41 1.094, H42 1.086, H43 1.084
18 H -1.098 -0.291 4.575  C1 1.083
19 H -2.143 0.402 3.218  C1 1.088
20 H 0.542 -0.947 2.720  C2 1.085
21 H -1.265 -0.356 0.647  C3 1.096
22 H -2.909 -1.798 2.316  C4 1.092
23 H -2.098 -3.121 1.474  C4 1.089
24 H -3.091 -0.067 -0.395  C6 1.093
25 H -4.017 -0.234 1.146  C6 1.102
26 H -5.511 -1.575 -0.258  N7 1.015
27 H -6.340 0.474 0.441  C8 1.096
28 H -6.640 0.275 -1.277  C8 1.090
29 H -5.829 2.285 -1.493  C9 1.091
30 H -4.236 1.569 -1.455  C9 1.089
31 H -5.037 3.664 0.068  C10 1.091
32 H -5.558 2.396 1.159  C10 1.086
33 H -2.962 3.562 0.946  C11 1.089
34 H -3.349 2.085 1.841  C11 1.089
35 H -2.766 2.030 0.154  C11 1.090
36 H -0.269 -1.000 -1.111  C13 1.095
37 H 0.812 -2.385 -1.131  C13 1.094
38 H 1.803 1.851 -1.946  C16 1.088
39 H 0.159 1.824 -1.320  C16 1.093
40 H 0.754 0.450 -2.282  C16 1.087
41 H 2.480 2.338 0.259  C17 1.094
42 H 1.332 1.727 1.491  C17 1.086
43 H 2.967 0.998 1.228  C17 1.084
44 C -4.306 -5.326 -1.827  C45 1.535, C50 1.525, H51 1.089, H52 1.093
45 C -3.817 -5.936 -3.147  C44 1.535, C46 1.533, H53 1.092, H54 1.089
46 C -4.689 -5.358 -4.268  C45 1.533, S47 1.800, H55 1.087, H56 1.088
47 S -5.231 -3.740 -3.695  C46 1.800, O48 1.442, O49 1.440, C50 1.789
48 O -6.663 -3.773 -3.525  S47 1.442
49 O -4.598 -2.716 -4.486  S47 1.440
50 C -4.457 -3.831 -2.085  C44 1.525, S47 1.789, H57 1.082, H58 1.088
51 H -3.609 -5.518 -1.012  C44 1.089
52 H -5.272 -5.757 -1.555  C44 1.093
53 H -2.774 -5.659 -3.312  C45 1.092
54 H -3.868 -7.024 -3.134  C45 1.089
55 H -4.142 -5.233 -5.199  C46 1.087
56 H -5.579 -5.960 -4.440  C46 1.088
57 H -5.072 -3.326 -1.351  C50 1.082
58 H -3.490 -3.337 -2.156  C50 1.088
59 C 4.504 -2.731 -0.840  C60 1.535, C65 1.525, H66 1.090, H67 1.093
60 C 5.433 -3.435 0.160  C59 1.535, C61 1.534, H68 1.093, H69 1.089
61 C 6.599 -4.032 -0.639  C60 1.534, S62 1.800, H70 1.087, H71 1.088
62 S 6.787 -2.987 -2.093  C61 1.800, O63 1.442, O64 1.446, C65 1.783
63 O 6.485 -3.771 -3.265  S62 1.442
64 O 8.025 -2.246 -1.997  S62 1.446
65 C 5.414 -1.905 -1.744  C59 1.525, S62 1.783, H72 1.081, H73 1.085
66 H 3.770 -2.100 -0.338  C59 1.090
67 H 3.964 -3.476 -1.429  C59 1.093
68 H 5.816 -2.704 0.876  C60 1.093
69 H 4.910 -4.205 0.726  C60 1.089
70 H 7.532 -4.027 -0.081  C61 1.087
71 H 6.381 -5.041 -0.985  C61 1.088
72 H 4.948 -1.605 -2.672  C65 1.081
73 H 5.804 -1.038 -1.222  C65 1.085
74 C -9.959 4.905 1.972  C75 1.535, C80 1.525, H81 1.089, H82 1.092
75 C -9.982 4.785 3.502  C74 1.535, C76 1.534, H83 1.092, H84 1.089
76 C -9.140 3.559 3.878  C75 1.534, S77 1.798, H85 1.087, H86 1.088
77 S -7.920 3.370 2.572  C76 1.798, O78 1.442, O79 1.441, C80 1.789
78 O -8.174 2.134 1.874  S77 1.442
79 O -6.611 3.680 3.088  S77 1.441
80 C -8.501 4.728 1.561  C74 1.525, S77 1.789, H87 1.088, H88 1.090
81 H -10.354 5.862 1.634  C74 1.089
82 H -10.569 4.114 1.530  C74 1.092
83 H -9.543 5.683 3.943  C75 1.092
84 H -10.997 4.695 3.885  C75 1.089
85 H -8.621 3.686 4.825  C76 1.087
86 H -9.739 2.650 3.903  C76 1.088
87 H -8.368 4.476 0.511  C80 1.088
88 H -7.907 5.604 1.817  C80 1.090
89 C 6.127 -0.119 4.879  C90 1.536, C95 1.527, H96 1.089, H97 1.092
90 C 6.401 -0.682 3.477  C89 1.536, C91 1.535, H98 1.092, H99 1.089
91 C 5.431 0.004 2.506  C90 1.535, S92 1.799, H100 1.088, H101 1.090
92 S 5.071 1.614 3.222  C91 1.799, O93 1.441, O94 1.439, C95 1.789
93 O 3.677 1.657 3.586  S92 1.441
94 O 5.670 2.645 2.415  S92 1.439
95 C 6.039 1.396 4.710  C89 1.527, S92 1.789, H102 1.087, H103 1.089
96 H 6.907 -0.395 5.587  C89 1.089
97 H 5.178 -0.506 5.256  C89 1.092
98 H 7.430 -0.456 3.191  C90 1.092
99 H 6.284 -1.765 3.446  C90 1.089
100 H 5.867 0.149 1.519  C91 1.088
101 H 4.490 -0.538 2.421  C91 1.090
102 H 5.547 1.902 5.538  C95 1.087
103 H 7.021 1.834 4.531  C95 1.089
104 C 7.959 3.354 -4.081  C105 1.535, C110 1.525, H111 1.089, H112 1.092
105 C 8.710 2.045 -4.364  C104 1.535, C106 1.534, H113 1.092, H114 1.089
106 C 8.340 1.053 -3.254  C105 1.534, S107 1.795, H115 1.087, H116 1.088
107 S 6.699 1.521 -2.697  C106 1.795, O108 1.442, O109 1.444, C110 1.790
108 O 6.777 1.966 -1.328  S107 1.442
109 O 5.749 0.505 -3.083  S107 1.444
110 C 6.524 2.949 -3.760  C104 1.525, S107 1.790, H117 1.088, H118 1.090
111 H 7.999 4.037 -4.928  C104 1.089
112 H 8.404 3.858 -3.220  C104 1.092
113 H 8.398 1.649 -5.332  C105 1.092
114 H 9.787 2.199 -4.406  C105 1.089
115 H 8.310 0.024 -3.603  C106 1.087
116 H 9.010 1.130 -2.400  C106 1.088
117 H 5.956 3.718 -3.241  C110 1.088
118 H 5.992 2.629 -4.655  C110 1.090

Atomic partial charges in e from the Löwdin method, atoms 1 to 4: number 1, C, carries 0.01; number 2, C, carries -0.09; number 3, C, carries -0.32; number 4, C, carries -0.14

***

Q: Number 2 is which compound?
A: C33H66N2O12S5

***

Q: Which of these has the highest frontier orbital gap?
A: C21H35N3O4

***

Q: The lowest HOMO energy belongs to which entry?
A: C21H35N3O4